Below is a molecular structure, C24H39BiN3O9SSe, with properties calculated with ωB97M-V with the def2-TZVPD basis set.

Calculated total energy in Ha: -4793.41434
Relative energy (zero: lowest compared OMol25 entry of this formula, charge and spin) in kJ/mol: 28.6
Highest occupied orbital energy in eV: -10.32
Multiplicity: 1
LUMO energy in eV: -1.9161
Net charge: +1

Positions of all 78 atoms, in Å:
Bi -1.073 -0.465 -0.301
O -1.079 -2.666 -1.583
C -2.144 -3.463 -1.035
C -3.423 -2.649 -0.905
N -3.297 -1.551 0.087
C -3.359 -2.073 1.463
C -1.996 -2.327 2.095
O -1.943 -2.921 3.151
O -0.975 -1.826 1.457
C -4.318 -0.510 -0.157
C -3.944 0.418 -1.312
O -4.809 0.847 -2.045
O -2.669 0.705 -1.383
H -1.360 -2.329 -2.471
H -1.800 -3.810 -0.064
H -2.325 -4.331 -1.668
H -4.242 -3.316 -0.624
H -3.673 -2.206 -1.873
H -3.935 -2.997 1.526
H -3.854 -1.350 2.109
H -4.377 0.131 0.724
H -5.301 -0.939 -0.348
C -2.956 -0.302 -4.077
O -1.952 -1.226 -3.646
C -0.749 -1.179 -4.398
C -0.021 0.134 -4.318
O 0.298 0.444 -2.976
C 0.899 1.725 -2.886
C 1.304 1.999 -1.466
O 0.212 2.054 -0.568
C -0.731 3.087 -0.885
H -3.093 -0.374 -5.159
H -2.704 0.720 -3.798
H -3.883 -0.572 -3.579
H -0.962 -1.381 -5.452
H -0.115 -1.978 -4.012
H -0.624 0.938 -4.756
H 0.894 0.044 -4.914
H 0.197 2.486 -3.244
H 1.795 1.780 -3.515
H 1.863 2.943 -1.441
H 1.949 1.201 -1.097
H -0.210 4.032 -1.061
H -1.392 3.187 -0.028
H -1.341 2.830 -1.749
O -1.735 0.840 1.503
S -0.882 1.661 2.504
C -2.170 2.679 3.266
C -2.919 1.730 4.192
C -1.820 1.030 4.990
C -0.742 0.607 3.983
H -2.767 3.123 2.471
H -1.650 3.461 3.827
H -3.471 1.000 3.595
H -3.625 2.258 4.830
H -2.199 0.168 5.536
H -1.401 1.728 5.717
H -0.853 -0.421 3.632
H 0.276 0.723 4.353
C 3.931 1.773 1.831
N 4.262 0.471 1.278
C 3.371 -0.476 0.949
Se 1.535 -0.523 1.221
N 4.060 -1.520 0.454
C 5.430 -1.260 0.482
C 6.536 -2.014 0.120
C 7.776 -1.414 0.269
C 7.902 -0.114 0.773
C 6.795 0.622 1.161
C 5.557 0.021 1.003
H 2.849 1.874 1.838
H 4.369 2.558 1.216
H 4.314 1.862 2.846
H 3.605 -2.367 0.162
H 6.433 -3.028 -0.249
H 8.666 -1.965 -0.006
H 8.888 0.324 0.864
H 6.898 1.618 1.575

---

Below is a molecular structure, C24H39Br3N10O11, with properties calculated with ωB97M-V with the def2-TZVPD basis set.

Calculated total energy in Ha: -10035.17286
Highest occupied orbital energy in eV: -7.83
Multiplicity: 1
LUMO energy in eV: -0.4754

Positions of all 87 atoms, in Å:
C -8.440 -2.776 2.727
Br -7.499 -4.103 1.561
Br -8.601 -0.949 2.015
Br -7.799 -2.527 4.609
H -9.448 -3.174 2.842
C -3.132 -10.657 -1.654
C -2.847 -9.569 -2.452
C -1.626 -8.881 -2.315
C -0.681 -9.234 -1.363
C -1.078 -10.244 -0.502
C -2.258 -10.917 -0.677
O -2.302 -11.938 0.258
O -1.245 -8.019 -3.338
H -4.023 -11.268 -1.671
H -3.547 -9.287 -3.224
H 0.280 -8.758 -1.228
H -0.289 -10.576 0.157
H -2.781 -12.697 -0.082
H -2.051 -7.574 -3.609
C 3.716 7.762 -2.938
C 3.710 6.572 -2.243
C 3.388 6.498 -0.909
C 3.067 7.645 -0.179
C 2.948 8.826 -0.912
C 3.355 8.933 -2.250
O 3.288 10.086 -2.920
O 3.472 5.318 -0.315
H 4.214 7.851 -3.892
H 3.892 5.582 -2.633
H 3.069 7.561 0.897
H 2.586 9.681 -0.360
H 3.082 9.948 -3.847
H 3.218 5.269 0.610
C -2.771 8.097 -0.710
C -2.923 9.263 -1.478
C -3.244 10.454 -0.876
C -3.389 10.506 0.539
C -3.194 9.377 1.309
C -2.798 8.153 0.698
O -2.280 7.168 1.477
O -3.356 11.620 -1.620
H -2.376 7.238 -1.231
H -2.952 9.187 -2.555
H -3.742 11.404 1.025
H -3.161 9.356 2.388
H -2.367 6.377 0.940
H -3.702 12.310 -1.050
C -1.180 -1.016 1.404
O -1.403 0.030 0.887
N -0.332 -1.107 2.384
N -1.449 -2.223 0.931
H 0.081 -0.217 2.625
H -0.117 -2.029 2.737
H -2.039 -2.504 0.161
H -1.189 -3.061 1.430
C 4.015 3.097 7.438
O 2.798 3.049 7.306
N 4.765 4.099 7.188
N 4.767 2.113 7.894
H 4.357 4.975 6.897
H 5.746 3.917 7.031
H 4.303 1.282 8.232
H 5.776 2.083 7.872
C -6.019 -2.064 -5.746
O -5.208 -2.831 -5.241
N -6.861 -2.257 -6.678
N -6.040 -0.846 -5.320
H -6.828 -3.064 -7.285
H -7.519 -1.504 -6.823
H -6.484 -0.188 -5.944
H -5.430 -0.441 -4.624
C 5.068 -4.166 -3.356
O 5.486 -5.326 -3.528
N 5.861 -3.093 -3.503
N 3.818 -3.809 -3.055
H 5.562 -2.340 -2.900
H 6.837 -3.298 -3.658
H 3.073 -4.491 -3.099
H 3.560 -2.989 -3.585
C 5.556 -6.514 4.373
O 4.889 -5.738 5.038
N 6.709 -6.164 3.783
N 5.262 -7.757 4.250
H 6.931 -5.179 3.820
H 7.207 -6.817 3.195
H 5.826 -8.387 3.697
H 4.466 -8.122 4.754

---

Below is a molecular structure, C24H39Cl2N4PTeTl, with properties calculated with ωB97M-V with the def2-TZVPD basis set.

Calculated total energy in Ha: -2859.22566
Relative energy (zero: lowest compared OMol25 entry of this formula, charge and spin) in kJ/mol: 0.0
Highest occupied orbital energy in eV: -3.70
Multiplicity: 1
LUMO energy in eV: 2.5180
Net charge: -1

Positions of all 72 atoms, in Å:
Tl -1.091 1.419 -0.707
N 6.024 3.161 -2.735
C 4.941 2.891 -2.453
C 3.589 2.555 -2.100
C 2.525 3.146 -2.782
C 1.224 2.832 -2.423
C 0.954 1.923 -1.400
C 2.031 1.339 -0.733
C 3.341 1.650 -1.068
H 2.727 3.849 -3.580
H 0.406 3.320 -2.940
H 1.818 0.633 0.066
H 4.173 1.204 -0.537
C 2.088 5.083 0.462
C 0.707 5.478 0.070
N -0.285 4.657 -0.157
C -1.381 5.441 -0.444
C -1.039 6.757 -0.389
N 0.302 6.772 -0.058
H 2.287 4.076 0.101
H 2.196 5.077 1.549
H 2.835 5.761 0.045
H -2.333 4.987 -0.676
H -1.600 7.659 -0.558
H 0.879 7.583 0.067
Te -3.636 2.079 -0.879
Cl -0.437 2.765 2.341
C -0.948 1.281 3.141
Cl 0.045 0.912 4.580
H -0.829 0.478 2.408
H -1.973 1.403 3.471
C 1.675 -2.010 1.775
C 0.343 -2.764 1.610
C -0.360 -2.627 2.969
C 0.639 -4.251 1.384
P -0.662 -1.860 0.265
N -0.463 -0.340 0.478
C -2.467 -2.441 0.425
C -3.271 -2.101 -0.841
C -3.112 -1.596 1.537
C -2.684 -3.929 0.731
C -0.026 -2.483 -1.418
C 1.507 -2.403 -1.463
C -0.437 -3.902 -1.829
C -0.494 -1.492 -2.500
H 2.196 -2.415 2.649
H 1.490 -0.949 1.941
H 2.335 -2.116 0.918
H 0.327 -2.973 3.748
H -1.267 -3.223 3.046
H -0.603 -1.589 3.189
H 1.169 -4.634 2.263
H 1.282 -4.423 0.523
H -0.263 -4.849 1.262
H -3.218 -1.038 -1.084
H -4.324 -2.315 -0.634
H -2.985 -2.689 -1.711
H -3.053 -0.535 1.295
H -2.668 -1.759 2.517
H -4.171 -1.864 1.599
H -2.258 -4.584 -0.028
H -3.762 -4.118 0.755
H -2.286 -4.227 1.699
H 1.994 -3.188 -0.886
H 1.860 -1.432 -1.114
H 1.826 -2.516 -2.504
H -0.162 -4.652 -1.089
H 0.082 -4.155 -2.760
H -1.504 -3.992 -2.021
H 0.042 -0.547 -2.406
H -1.560 -1.280 -2.487
H -0.249 -1.909 -3.483

---

Below is 3 unconnected molecules or ions with the total composition C24H39N2O8, with properties calculated with ωB97M-V with the def2-TZVPD basis set.

Calculated total energy in Ha: -1648.91602
Highest occupied orbital energy in eV: -10.76
Multiplicity: 1
LUMO energy in eV: -4.6675
Net charge: +1

Positions of all 73 atoms, in Å:
N 1.724 5.377 0.827
C 0.975 4.174 0.941
C 0.570 3.520 -0.315
C -0.238 2.246 -0.221
C -0.779 1.415 -1.429
O -0.120 0.592 -1.981
O -2.091 1.665 -1.805
C -0.566 1.751 1.127
C -0.120 2.505 2.310
C -0.544 1.903 3.675
C 0.413 1.366 4.648
C -0.171 0.792 5.875
C -1.617 0.773 6.115
C -2.564 1.302 5.125
C -2.007 1.878 3.906
N 0.634 3.657 2.184
H 2.709 5.235 1.077
H 1.647 5.766 -0.117
H 0.833 3.956 -1.313
H -2.523 2.215 -1.116
H -1.149 0.808 1.260
H 1.509 1.362 4.448
H 0.464 0.334 6.673
H -2.028 0.350 7.067
H -3.673 1.288 5.236
H -2.698 2.291 3.129
H 0.936 4.146 3.035
C -1.643 -2.511 -0.612
O -3.043 -2.448 -0.772
C -3.434 -1.409 -1.662
C -4.831 -1.669 -2.202
O -4.855 -2.618 -3.263
C -4.664 -3.982 -2.890
C -5.879 -4.592 -2.211
O -5.933 -4.199 -0.844
C -7.236 -4.320 -0.307
H -1.259 -1.575 -0.187
H -1.416 -3.328 0.074
H -1.154 -2.716 -1.569
H -2.728 -1.337 -2.498
H -3.428 -0.468 -1.098
H -5.199 -0.738 -2.642
H -5.529 -1.945 -1.410
H -3.760 -4.106 -2.293
H -4.503 -4.516 -3.830
H -5.803 -5.686 -2.240
H -6.787 -4.277 -2.736
H -7.931 -3.667 -0.847
H -7.203 -3.998 0.734
H -7.579 -5.357 -0.352
C 3.929 1.127 1.766
O 4.108 0.516 0.510
C 3.182 0.996 -0.456
C 3.702 0.719 -1.856
O 4.681 1.661 -2.287
C 5.976 1.534 -1.698
C 6.762 0.350 -2.234
O 6.332 -0.852 -1.610
C 6.657 -1.997 -2.377
H 2.927 0.914 2.161
H 4.672 0.720 2.451
H 4.083 2.211 1.692
H 3.018 2.074 -0.331
H 2.233 0.464 -0.304
H 2.867 0.833 -2.553
H 4.065 -0.304 -1.960
H 5.917 1.522 -0.609
H 6.510 2.446 -1.980
H 7.826 0.483 -2.003
H 6.632 0.287 -3.320
H 6.157 -1.956 -3.351
H 6.293 -2.875 -1.843
H 7.739 -2.080 -2.509

---

In eV/Å, the maximum force values for the records above are, in order, 1.1 6.2 0.2 3.5.